(1)
8 unconnected molecules or ions with the total composition C18H54N2O8 at a distorted geometry. Source: the Open Molecules 2025 dataset; level of theory: ωB97M-V/def2-TZVPD.

Computed properties:
Lowest unoccupied orbital energy in Eh: 0.0158
SMILES: COC[C@H](C)N.COC[C@H](C)N.CCO.CCO.CCO.CCO.CCO.O

```
! wB97M-V def2-TZVPD RIJCOSX def2/J DEFGRID3
* xyz 0 1
C 8.22 6.32 -14.31
O 8.30 5.26 -13.37
C 7.18 5.20 -12.50
C 7.24 3.92 -11.69
C 7.52 2.69 -12.56
N 5.91 3.77 -11.10
H 7.33 6.17 -14.92
H 9.16 6.40 -14.85
H 8.17 7.26 -13.75
H 7.15 6.10 -11.87
H 6.30 5.19 -13.16
H 8.05 3.96 -10.95
H 8.56 2.74 -12.88
H 6.87 2.67 -13.43
H 7.35 1.75 -12.03
H 5.70 4.50 -10.41
H 5.86 2.87 -10.63
C 6.17 9.00 -6.80
O 5.63 7.77 -7.21
C 6.64 6.87 -7.69
C 6.03 5.48 -7.58
C 7.06 4.35 -7.61
N 5.06 5.25 -8.65
H 6.57 8.95 -5.78
H 5.43 9.77 -7.00
H 6.99 9.36 -7.44
H 6.88 7.06 -8.74
H 7.52 6.91 -7.05
H 5.46 5.49 -6.64
H 6.42 3.47 -7.52
H 7.88 4.32 -6.88
H 7.52 4.24 -8.60
H 4.32 5.95 -8.59
H 4.57 4.39 -8.43
C 6.52 1.55 -4.84
C 7.53 0.72 -4.04
O 6.90 0.10 -2.93
H 5.59 0.99 -4.87
H 6.92 1.69 -5.85
H 6.30 2.52 -4.39
H 8.39 1.33 -3.72
H 8.02 -0.04 -4.64
H 6.73 0.77 -2.25
C 4.41 10.94 -1.97
C 5.42 11.82 -2.70
O 5.35 11.52 -4.11
H 4.78 9.95 -1.71
H 3.37 10.89 -2.29
H 4.25 11.39 -0.97
H 6.39 11.49 -2.33
H 5.30 12.89 -2.60
H 4.99 10.64 -4.25
C 1.96 6.55 -7.08
C 1.61 7.27 -8.37
O 0.19 7.32 -8.52
H 1.76 5.48 -7.13
H 1.48 7.04 -6.23
H 3.03 6.63 -6.84
H 2.02 6.73 -9.23
H 2.05 8.27 -8.34
H -0.11 6.46 -8.81
C 4.86 11.88 -9.39
C 3.97 12.04 -8.18
O 2.93 11.04 -8.22
H 4.30 11.83 -10.33
H 5.33 10.90 -9.44
H 5.58 12.70 -9.46
H 3.52 13.04 -8.16
H 4.60 11.86 -7.31
H 2.36 11.28 -8.96
C 7.63 6.91 -3.37
C 6.22 6.56 -3.71
O 6.03 5.15 -3.69
H 7.84 6.81 -2.30
H 7.80 7.98 -3.51
H 8.38 6.35 -3.94
H 5.94 6.96 -4.69
H 5.44 7.05 -3.10
H 6.17 4.83 -2.80
O 3.05 9.68 -5.69
H 3.31 8.76 -5.79
H 2.85 9.98 -6.59
*
```

Löwdin atomic charge list, values in e, 6 entries:
1 C -0.108
2 O -0.213
3 C -0.206
4 C -0.444
5 C -0.065
6 N 0.024

(2)
2 unconnected molecules or ions with the total composition C5H12O at a distorted geometry. Source: the Open Molecules 2025 dataset; level of theory: ωB97M-V/def2-TZVPD.

Computed properties:
Lowest unoccupied orbital energy (alpha / beta) in Eh: -0.0203 / -0.0229

```
! wB97M-V def2-TZVPD RIJCOSX def2/J DEFGRID3
* xyz 0 1
C 2.15 0.79 -0.65
O 1.06 -0.64 0.45
C -0.28 -0.34 0.28
C -0.38 0.36 -1.07
C -1.15 -1.61 0.20
C -0.78 0.57 1.41
H 2.48 1.07 0.32
H 2.10 1.65 -1.37
H 2.55 -0.10 -1.08
H -0.13 -0.31 -1.90
H -1.32 0.88 -1.28
H 0.47 1.05 -0.96
H -0.78 -2.27 -0.60
H -1.09 -2.12 1.15
H -2.19 -1.35 -0.02
H -0.66 0.06 2.38
H -0.20 1.50 1.46
H -1.84 0.82 1.28
*
```

natural (NBO) atomic charge list, values in e, 6 entries:
1 C -0.326
2 O -0.595
3 C 0.213
4 C -0.551
5 C -0.604
6 C -0.629

(3)
4 unconnected molecules or ions with the total composition C3H14NO4. Source: the Open Molecules 2025 dataset; level of theory: ωB97M-V/def2-TZVPD.

Computed properties:
Lowest unoccupied orbital energy in Eh: 0.1417

```
! wB97M-V def2-TZVPD RIJCOSX def2/J DEFGRID3
* xyz -1 1
C -1.55 0.96 -1.36
N -0.86 0.31 -0.26
C -0.08 1.27 0.54
C 1.23 0.66 1.05
O 1.05 -0.56 1.71
H -2.09 0.23 -1.95
H -2.28 1.67 -0.97
H -0.89 1.50 -2.04
H -0.29 -0.46 -0.58
H 0.12 2.21 0.00
H -0.69 1.50 1.42
H 1.92 0.54 0.19
H 1.70 1.40 1.71
H 0.89 -1.22 0.89
H 0.95 -3.00 -0.04
O 0.67 -2.10 -0.21
H -1.12 -0.81 2.68
H -1.71 -0.48 1.37
O -1.97 -0.52 2.31
H 2.02 -0.38 -2.49
H 1.37 -1.47 -1.53
O 1.60 -1.24 -2.49
*
```

natural (NBO) atomic charge list, values in e, 6 entries:
1 C -0.394
2 N -0.678
3 C -0.253
4 C -0.057
5 O -0.812
6 H 0.196

(4)
A single C4H11N3 molecule at a distorted geometry. Source: the Open Molecules 2025 dataset; level of theory: ωB97M-V/def2-TZVPD.

Computed properties:
Lowest unoccupied orbital energy in Eh: 0.0372
SMILES: N/C=N\CCCN

```
! wB97M-V def2-TZVPD RIJCOSX def2/J DEFGRID3
* xyz 0 1
N -1.72 1.43 1.56
C -1.51 1.45 0.19
N -0.53 0.97 -0.45
C 0.69 0.62 0.27
C 0.75 -0.88 0.57
C 0.53 -1.74 -0.65
N 1.50 -1.45 -1.71
H -2.34 2.13 1.92
H -1.12 0.85 2.11
H -2.32 1.87 -0.40
H 0.74 1.13 1.24
H 1.50 0.92 -0.39
H 1.69 -1.15 1.06
H -0.06 -1.15 1.27
H 0.50 -2.81 -0.41
H -0.44 -1.53 -1.10
H 2.43 -1.62 -1.35
H 1.40 -2.08 -2.49
*
```

natural (NBO) atomic charge list, values in e, 6 entries:
1 N -0.854
2 C 0.276
3 N -0.490
4 C -0.255
5 C -0.408
6 C -0.218

(5)
A molecular structure, C35H26N2OPS3V at a distorted geometry. Source: the Open Molecules 2025 dataset; level of theory: ωB97M-V/def2-TZVPD.

Computed properties:
Lowest unoccupied orbital energy (alpha / beta) in Eh: -0.2843 / -0.2844

```
! wB97M-V def2-TZVPD RIJCOSX def2/J DEFGRID3
* xyz 2 1
V 0.04 0.80 0.64
S 1.93 -0.27 -0.08
C 1.73 -0.41 1.65
N 0.65 0.14 2.25
C 0.58 -0.15 3.60
C -0.41 0.26 4.48
C -0.28 -0.12 5.80
C 0.80 -0.88 6.24
C 1.79 -1.30 5.37
C 1.67 -0.92 4.04
S 2.73 -1.29 2.70
H -1.25 0.86 4.14
H -1.04 0.18 6.52
H 0.87 -1.16 7.28
H 2.63 -1.89 5.71
N -1.53 0.60 0.27
P -3.18 0.88 0.26
C -3.67 1.18 1.95
C -3.20 2.33 2.58
C -3.54 2.57 3.90
C -4.35 1.66 4.58
C -4.81 0.52 3.95
C -4.47 0.27 2.63
C -3.44 2.34 -0.73
C -4.48 3.21 -0.39
C -4.73 4.31 -1.19
C -3.95 4.54 -2.31
C -2.91 3.68 -2.65
C -2.66 2.57 -1.86
C -3.95 -0.57 -0.43
C -5.05 -0.42 -1.28
C -5.69 -1.55 -1.77
C -5.23 -2.81 -1.41
C -4.14 -2.96 -0.57
C -3.50 -1.84 -0.07
H -2.57 3.03 2.04
H -3.19 3.47 4.39
H -4.62 1.86 5.61
H -5.45 -0.17 4.49
H -4.85 -0.62 2.13
H -5.09 3.03 0.49
H -5.54 4.98 -0.94
H -4.15 5.40 -2.94
H -2.31 3.87 -3.52
H -1.86 1.89 -2.12
H -5.40 0.57 -1.56
H -6.54 -1.44 -2.43
H -5.73 -3.69 -1.80
H -3.79 -3.94 -0.31
H -2.64 -1.95 0.58
C 0.11 11.47 3.10
C 0.19 10.04 2.67
O 0.51 9.12 3.37
S -0.29 9.81 0.94
C -0.17 8.05 0.86
C 1.04 7.42 1.17
C 1.14 6.05 1.11
C 0.02 5.29 0.73
C -1.19 5.93 0.40
C -1.28 7.30 0.47
C 0.08 3.89 0.69
C 0.11 2.66 0.68
H 1.04 11.73 3.62
H -0.71 11.57 3.80
H -0.05 12.15 2.26
H 1.89 8.02 1.45
H 2.07 5.55 1.35
H -2.05 5.34 0.10
H -2.21 7.81 0.24
*
```

natural (NBO) atomic charge list, values in e, 6 entries:
1 V 0.965
2 S 0.148
3 C -0.145
4 N -0.490
5 C 0.176
6 C -0.227

(6)
A gas-phase ion, C5H13N2O (charge -1) at a distorted geometry. Source: the Open Molecules 2025 dataset; level of theory: ωB97M-V/def2-TZVPD.

Computed properties:
Lowest unoccupied orbital energy in Eh: 0.1346
SMILES: CN[C@@H](C[O-])CCN

```
! wB97M-V def2-TZVPD RIJCOSX def2/J DEFGRID3
* xyz -1 1
C -1.85 1.55 -0.96
N -1.55 0.14 -0.92
C -0.66 -0.27 0.16
C -1.20 -1.64 0.62
O -2.40 -1.56 1.20
C 0.77 -0.32 -0.37
C 1.82 -0.03 0.72
N 3.02 0.64 0.17
H -0.95 2.13 -1.13
H -2.24 1.90 0.01
H -2.62 1.72 -1.72
H -2.37 -0.44 -0.95
H -0.79 0.43 0.98
H -1.22 -2.27 -0.32
H -0.38 -2.08 1.26
H 0.94 0.40 -1.17
H 0.98 -1.31 -0.80
H 2.21 -0.97 1.14
H 1.36 0.59 1.49
H 3.41 1.42 0.66
H 3.73 -0.02 -0.08
*
```

natural (NBO) atomic charge list, values in e, 6 entries:
1 C -0.397
2 N -0.648
3 C -0.094
4 C -0.010
5 O -0.964
6 C -0.417

(7)
A single C22H18ClN3O5 molecule. Source: the Open Molecules 2025 dataset; level of theory: ωB97M-V/def2-TZVPD.

Computed properties:
Lowest unoccupied orbital energy in Eh: -0.0215
SMILES: O=C1NC(=O)N(Cc2ccco2)C(=O)/C1=C/c1cccn1CCOc1ccccc1Cl

```
! wB97M-V def2-TZVPD RIJCOSX def2/J DEFGRID3
* xyz 0 1
O 1.56 -2.20 0.55
C 0.53 -1.61 0.80
N -0.01 -1.72 2.08
C -1.17 -1.17 2.57
O -1.48 -1.29 3.73
N -1.92 -0.49 1.65
C -3.22 0.04 2.08
C -4.34 -0.75 1.49
C -5.34 -0.40 0.63
C -6.09 -1.58 0.41
C -5.50 -2.55 1.14
O -4.43 -2.06 1.80
C -1.55 -0.25 0.34
O -2.29 0.37 -0.40
C -0.24 -0.75 -0.09
C 0.21 -0.24 -1.28
C 1.39 -0.43 -2.01
C 2.30 -1.49 -2.08
C 3.26 -1.17 -3.03
C 2.95 0.08 -3.52
N 1.82 0.52 -2.93
C 1.30 1.85 -3.09
C 1.82 2.82 -2.01
O 1.28 2.57 -0.74
C 1.94 1.79 0.17
C 3.16 1.16 0.00
C 3.71 0.40 1.02
C 3.05 0.27 2.23
C 1.83 0.89 2.42
C 1.28 1.64 1.40
Cl -0.25 2.40 1.62
H 0.53 -2.27 2.74
H -3.23 -0.03 3.17
H -3.30 1.08 1.75
H -5.50 0.56 0.20
H -6.96 -1.68 -0.21
H -5.72 -3.59 1.28
H -0.49 0.48 -1.69
H 2.23 -2.39 -1.51
H 4.09 -1.78 -3.33
H 3.46 0.68 -4.25
H 0.21 1.83 -3.05
H 1.60 2.22 -4.07
H 2.91 2.82 -2.00
H 1.47 3.83 -2.27
H 3.70 1.23 -0.93
H 4.65 -0.09 0.86
H 3.48 -0.33 3.02
H 1.30 0.80 3.36
*
```

natural (NBO) atomic charge list, values in e, 6 entries:
1 O -0.594
2 C 0.682
3 N -0.646
4 C 0.812
5 O -0.604
6 N -0.471

(8)
A single C20H19N3O2S molecule at a distorted geometry. Source: the Open Molecules 2025 dataset; level of theory: ωB97M-V/def2-TZVPD.

Computed properties:
Lowest unoccupied orbital energy in Eh: 0.0103
SMILES: Cc1cccc(N2CSC3=C(C#N)[C@@H](c4ccc(C)o4)CC(=O)N3C2)c1

```
! wB97M-V def2-TZVPD RIJCOSX def2/J DEFGRID3
* xyz 0 1
C -2.06 4.07 -2.26
C -1.01 3.00 -2.33
C -1.16 1.89 -3.16
C -0.17 0.93 -3.22
C 0.98 1.05 -2.46
C 1.15 2.15 -1.63
N 2.30 2.35 -0.82
C 3.46 1.60 -1.09
S 3.43 -0.11 -0.29
C 1.83 -0.04 0.45
C 1.05 -1.14 0.45
C 1.42 -2.30 -0.23
N 1.69 -3.25 -0.82
C -0.29 -1.11 1.16
C -0.69 -2.47 1.63
C -0.01 -3.41 2.36
C -0.90 -4.50 2.51
C -2.05 -4.16 1.87
C -3.33 -4.88 1.67
O -1.92 -2.92 1.33
C -0.18 -0.13 2.34
C 0.36 1.21 1.90
O -0.06 2.27 2.30
N 1.43 1.15 1.04
C 2.03 2.40 0.59
C 0.15 3.12 -1.58
H -1.71 4.97 -2.77
H -2.98 3.74 -2.74
H -2.27 4.33 -1.23
H -2.05 1.78 -3.75
H -0.29 0.07 -3.86
H 1.73 0.27 -2.52
H 4.34 2.10 -0.67
H 3.60 1.44 -2.16
H -1.06 -0.76 0.46
H 0.99 -3.34 2.73
H -0.70 -5.42 3.02
H -4.16 -4.31 2.08
H -3.28 -5.85 2.17
H -3.52 -5.04 0.61
H 0.50 -0.54 3.08
H -1.15 0.02 2.81
H 2.98 2.58 1.13
H 1.32 3.19 0.84
H 0.28 3.99 -0.95
*
```

natural (NBO) atomic charge list, values in e, 6 entries:
1 C -0.631
2 C 0.021
3 C -0.235
4 C -0.197
5 C -0.225
6 C 0.143

no.,M (Da)
1,426.6
2,88.1
3,128.1
4,101.2
5,668.7
6,117.2
7,439.9
8,365.5